Record 1
A structure of composition Cl2HOPS, computed with the ωB97M-V functional and the def2-TZVPD basis.

Each line ends with the Löwdin charge.
Positions of all 6 atoms, in Å:
O: 1.438 -1.336 1.080  -0.548
P: 0.981 -1.626 -0.259  0.295
S: -0.223 2.461 0.046  0.308
Cl: 0.199 0.792 -1.048  0.019
Cl: -0.874 -2.479 -0.060  0.115
H: -1.521 2.189 0.241  -0.189

Cartesian forces (eV/Å) of the 2 atoms listed first:
0.660 0.290 1.091
0.143 -0.677 -0.658

The orbital gap is 0.3217 Ha. As for the LUMO energy: -0.043 hartree. Its multiplicity is 1.


Record 2
A cluster of 2 separate species, C4H12NP in total, computed with the ωB97M-V functional and the def2-TZVPD basis.

Each line ends with the Löwdin charge.
Positions of all 18 atoms, in Å:
C: 0.308 0.376 1.309  -0.065
C: 0.956 0.740 -1.088  -0.061
C: -1.361 1.318 -0.320  -0.059
C: -0.187 0.351 -0.146  -0.704
N: -0.639 -0.974 -0.559  0.042
P: 0.095 -4.012 1.436  0.425
H: 1.106 -0.353 1.447  0.068
H: 0.698 1.361 1.558  0.077
H: -0.500 0.139 1.999  0.075
H: 1.818 0.098 -0.916  0.077
H: 1.255 1.773 -0.930  0.079
H: 0.632 0.616 -2.118  0.079
H: -1.688 1.312 -1.357  0.080
H: -2.201 1.024 0.306  0.076
H: -1.064 2.326 -0.048  0.079
H: 0.103 -1.655 -0.458  0.022
H: -1.414 -1.280 0.017  0.057
H: 0.720 -4.744 0.422  -0.348

Cartesian forces (eV/Å) of the 2 atoms listed first:
-0.047 0.070 -0.325
-0.259 -0.066 0.204

The orbital gap (spin up / spin down) is 0.3680 / 0.2912 Ha. As for the expectation value of S²: 2.00. As for the LUMO energy (spin up / spin down): 0.036 / -0.048 hartree. Its multiplicity is 3.


Record 3
The molecule C18H13ClFN3OS, computed with the ωB97M-V functional and the def2-TZVPD basis.

Each line ends with the Löwdin charge.
Positions of all 38 atoms, in Å:
N: 3.042 3.086 1.510  0.160
C: 2.900 2.910 0.389  -0.243
C: 2.728 2.654 -1.017  -0.133
C: 2.472 1.161 -1.293  -0.125
N: 1.194 0.731 -0.765  -0.042
C: 1.186 0.124 0.551  -0.110
C: 1.946 -1.177 0.547  -0.190
C: 3.065 -1.373 1.347  -0.025
C: 3.728 -2.588 1.291  -0.055
C: 3.245 -3.560 0.426  -0.150
N: 2.186 -3.381 -0.343  0.068
C: 1.555 -2.224 -0.284  -0.091
C: 0.110 0.901 -1.555  -0.504
O: 0.182 1.363 -2.676  0.083
C: -1.209 0.519 -0.970  -0.461
S: -2.093 -0.838 -1.603  1.119
C: -3.456 -0.466 -0.589  -0.449
C: -4.650 -1.167 -0.513  -0.007
C: -5.604 -0.689 0.360  -0.269
F: -6.776 -1.343 0.458  0.066
C: -5.410 0.445 1.147  0.001
C: -4.221 1.132 1.067  -0.019
C: -3.228 0.681 0.196  -0.263
C: -1.929 1.221 -0.055  -0.646
Cl: -1.322 2.621 0.740  0.756
H: 3.632 2.974 -1.542  0.129
H: 1.882 3.238 -1.389  0.128
H: 3.261 0.547 -0.854  0.132
H: 2.453 1.012 -2.376  0.132
H: 1.633 0.819 1.270  0.110
H: 0.152 -0.060 0.848  0.124
H: 3.407 -0.585 2.005  0.118
H: 4.598 -2.774 1.900  0.102
H: 3.726 -4.525 0.342  0.104
H: 0.694 -2.124 -0.933  0.102
H: -4.834 -2.046 -1.109  0.124
H: -6.200 0.765 1.808  0.120
H: -4.045 2.012 1.665  0.106

Cartesian forces (eV/Å) of the 2 atoms listed first:
0.065 0.058 0.577
0.041 0.169 0.226

The orbital gap is 0.3337 Ha. As for the LUMO energy: 0.013 hartree. Its multiplicity is 1. Its SMILES is N#CCCN(Cc1cccnc1)C(=O)c1sc2cc(F)ccc2c1Cl.


Ordered relative energy (zero: lowest compared OMol25 entry of this formula, charge and spin) results: 2.331; 0.000; 0.252; unit eV.
Ordered strongest force on any atom results: 1.31; 0.50; 0.83; unit eV Å⁻¹.